Molecular formula: C31H74N10O11
Method: DFT, ωB97M-V/def2-TZVPD

**Structure (SMILES)**: CN(C)C=O.CN(C)C=O.CN(C)C=O.CN(C)C=O.CN(C)C=O.CN(C)C=O.CN(C)C=O.CN(C)C=O.CN(C)C=O.CN(C)C=O.CO
**Net charge**: 0
**Relative energy (zero: lowest compared OMol25 entry of this formula, charge and spin)**: 0.00 kcal/mol

Last column: Mulliken charge in e.
Cartesian coordinates (Å):
C 0.1882 -0.0839 -0.1635  0.15
O -0.6047 0.9695 0.1689  0.85
H -0.2433 -1.0112 0.2135  -0.23
H 0.3428 -0.1468 -1.2406  -0.46
H 1.1588 -0.0025 0.3257  0.24
H -0.2987 1.1870 1.0524  -0.49
C -5.1862 0.7610 2.4472  0.22
O -6.3185 0.3355 2.7814  -0.69
N -4.3082 1.4687 3.2090  0.33
C -3.0667 1.9590 2.6376  -0.60
C -4.5648 2.0396 4.5451  -1.00
H -4.8421 0.6072 1.4127  0.37
H -3.0734 3.0070 2.3379  0.67
H -2.8453 1.5110 1.6689  -0.56
H -2.2515 1.7082 3.3164  0.37
H -5.5866 1.8303 4.8616  0.38
H -3.9671 1.6182 5.3534  0.28
H -4.3708 3.0982 4.7179  0.34
C 0.7284 -2.4907 -3.9635  -0.27
O 1.0102 -1.6489 -3.0903  -0.16
N 1.4113 -3.5868 -4.2557  0.28
C 1.0535 -4.4587 -5.3280  -0.97
C 2.5232 -4.0670 -3.4255  -0.46
H -0.1295 -2.3445 -4.6380  0.20
H 0.3499 -3.9263 -5.9679  0.32
H 0.6168 -5.4094 -5.0222  0.34
H 1.9135 -4.7490 -5.9316  0.36
H 2.3779 -5.1188 -3.1793  0.46
H 3.4893 -3.9013 -3.9021  0.36
H 2.6442 -3.5234 -2.4885  -0.47
C 0.0719 5.7987 0.9353  -0.01
O -0.8328 5.2300 1.5333  -0.53
N 0.9528 5.1265 0.2156  0.37
C 1.8840 5.8300 -0.5455  -0.92
C 1.0563 3.6819 0.2083  -0.34
H 0.2352 6.8870 0.9694  0.26
H 2.8285 5.3350 -0.3194  0.31
H 1.9379 6.8854 -0.2782  0.33
H 1.6412 5.6629 -1.5948  0.26
H 1.9673 3.3313 0.6933  0.41
H 0.2072 3.2112 0.7038  -0.10
H 1.1164 3.4248 -0.8493  0.06
C -3.7985 -1.5638 -0.8869  -0.01
O -4.3387 -0.4595 -0.6882  -0.58
N -2.8547 -1.7850 -1.8042  0.25
C -2.1267 -3.0453 -2.0126  -0.64
C -2.6478 -0.7901 -2.8815  -0.68
H -3.9353 -2.4563 -0.2569  0.42
H -2.2291 -3.3127 -3.0643  0.32
H -2.3295 -3.8597 -1.3170  0.36
H -1.0781 -2.7774 -1.8833  0.01
H -3.4646 -0.0718 -2.8101  0.17
H -1.6903 -0.2911 -2.7323  0.02
H -2.6815 -1.1785 -3.8994  0.30
C -0.6050 -5.2726 0.9065  -0.08
O -1.6316 -4.7384 1.3843  -0.50
N 0.6171 -4.6688 0.8902  0.37
C 0.7810 -3.3773 1.5519  0.64
C 1.7518 -5.2989 0.2421  -0.83
H -0.5468 -6.2568 0.4164  0.25
H 1.3839 -3.5487 2.4436  0.51
H -0.1956 -2.9576 1.7932  -0.55
H 1.2553 -2.6356 0.9094  -0.66
H 1.6029 -6.3391 -0.0478  0.35
H 1.9007 -4.7815 -0.7057  0.18
H 2.6783 -5.2491 0.8141  0.32
C 2.5840 2.9629 -4.6947  0.20
O 3.8193 3.0684 -4.9485  -0.64
N 1.9834 1.7556 -4.4742  0.11
C 0.5885 1.6343 -4.1888  -0.84
C 2.8002 0.5207 -4.5384  -0.85
H 1.9028 3.8005 -4.4789  0.27
H 0.0147 2.5137 -4.4814  0.45
H 0.6072 1.6131 -3.0992  0.19
H 0.1251 0.7503 -4.6270  0.23
H 2.3121 -0.2695 -5.1088  0.25
H 3.7158 0.8130 -5.0525  0.43
H 3.1049 0.0457 -3.6058  0.17
C 4.1950 0.7218 -0.4863  0.23
O 4.8020 1.7210 -0.0798  -0.69
N 4.6093 -0.5782 -0.2761  0.25
C 5.7747 -0.9020 0.4563  -0.96
C 3.5949 -1.6241 -0.4585  -0.44
H 3.2083 0.6734 -0.9724  0.22
H 5.6559 -0.6939 1.5197  0.28
H 6.6942 -0.3753 0.2006  0.33
H 6.0605 -1.9336 0.2507  0.34
H 3.1885 -1.9338 0.5043  0.45
H 2.6896 -1.3830 -1.0157  -0.46
H 4.0894 -2.4079 -1.0323  0.51
C -1.3393 -3.3557 4.3133  0.19
O -0.5906 -3.6867 5.2660  -0.68
N -1.6639 -2.1094 3.9409  0.19
C -2.3495 -1.7445 2.7030  -0.91
C -1.2624 -0.8480 4.5823  -0.79
H -1.9102 -4.1030 3.7407  0.45
H -3.3345 -1.3080 2.8685  0.59
H -2.4978 -2.5895 2.0306  0.32
H -1.8272 -0.9989 2.1035  -0.14
H -0.7708 -1.1700 5.5004  0.44
H -0.5764 -0.1731 4.0704  0.08
H -2.1219 -0.2977 4.9650  0.20
C -3.8415 4.7365 -2.4038  0.13
O -4.9128 5.3842 -2.3748  -0.64
N -3.6256 3.5437 -1.8472  0.21
C -2.2733 3.1055 -1.6058  -0.39
C -4.7262 2.7136 -1.3201  -0.71
H -2.9314 5.1422 -2.8720  0.34
H -2.0527 2.0953 -1.9508  -0.11
H -2.1192 3.1218 -0.5269  0.21
H -1.4679 3.6338 -2.1160  0.23
H -4.8760 1.8026 -1.8996  0.26
H -4.4296 2.3932 -0.3213  0.10
H -5.7119 3.1502 -1.1596  0.39
C 1.5749 1.8226 3.3621  -0.23
O 1.1191 1.3239 2.2988  -0.67
N 2.2917 1.1094 4.2724  0.28
C 2.6198 1.6327 5.6429  -0.91
C 2.6668 -0.2794 3.8936  -0.75
H 1.3121 2.8280 3.7258  0.35
H 2.4094 2.6960 5.7573  0.32
H 3.6991 1.5240 5.7500  0.33
H 2.0129 1.1493 6.4085  0.30
H 2.1942 -1.0772 4.4666  0.35
H 2.4432 -0.4779 2.8454  -0.07
H 3.7151 -0.5024 4.0922  0.46



Molecular formula: C31H74N2O12
Method: DFT, ωB97M-V/def2-TZVPD

**Structure (SMILES)**: C#C[C@@](C#N)(CC#N)C[C@H]1CO1.CCO.CCO.CCO.CCO.CCO.CCO.CCO.CCO.CCO.CCO.CCO
**Net charge**: 0

Last column: Mulliken charge in e.
Cartesian coordinates (Å):
C -4.5669 -0.8291 1.0389  -0.50
C -3.6871 -0.5445 0.0858  -0.86
C -2.6221 -0.2205 -1.0945  2.03
C -2.7814 -1.3772 -2.2261  -0.09
N -2.7641 -2.2052 -3.1239  -0.55
C -3.0610 1.1742 -1.7562  -0.47
C -4.5224 0.9167 -2.4488  -0.01
N -5.5726 0.5919 -3.0024  -0.55
C -1.1462 -0.3304 -0.4913  -0.45
C -0.2739 1.1469 -0.7931  0.24
C -0.2060 2.1941 0.5489  -0.82
O 1.0335 1.3063 -0.0118  -0.46
H -5.5297 -0.8204 1.6623  0.36
H -3.1859 2.0581 -1.0337  0.44
H -2.3727 1.4325 -2.6651  0.37
H -0.4837 -1.1697 -0.9101  0.42
H -1.1997 -0.2942 0.6530  0.10
H -0.3738 1.6515 -1.8965  0.46
H 0.0022 1.6989 1.5855  0.21
H 0.4975 3.1125 0.4559  0.42
C -0.8064 -3.2901 3.3021  -0.63
C -1.7312 -2.0952 3.4117  -0.53
O -1.9217 -1.5055 2.1321  -0.40
H 0.1621 -2.9904 2.8908  0.13
H -0.6471 -3.7511 4.2804  0.41
H -1.2224 -4.0395 2.6234  0.14
H -1.3021 -1.3389 4.0735  0.36
H -2.7066 -2.3905 3.8110  0.23
H -2.3105 -2.1795 1.5549  0.13
C -2.9365 -7.2709 3.1275  -1.18
C -4.0156 -6.2906 2.7134  -0.17
O -3.4255 -5.0900 2.2297  -0.44
H -2.3013 -6.8370 3.9051  0.28
H -3.3754 -8.1973 3.5065  0.38
H -2.2855 -7.5103 2.2811  0.34
H -4.6499 -6.0375 3.5663  0.19
H -4.6479 -6.7130 1.9268  0.30
H -2.8729 -5.3224 1.4693  0.23
C -8.2396 -4.5802 3.9724  -1.11
C -7.3172 -4.4871 2.7733  0.01
O -7.3463 -5.7034 2.0378  -0.50
H -7.9411 -5.4073 4.6229  0.29
H -8.2232 -3.6528 4.5505  0.33
H -9.2678 -4.7792 3.6553  0.33
H -6.2882 -4.3101 3.0952  0.13
H -7.6175 -3.6686 2.1112  0.24
H -8.2589 -5.8482 1.7489  0.29
C -6.5237 5.1799 -2.8129  -0.92
C -5.8423 3.9038 -2.3616  -0.13
O -5.6657 3.9156 -0.9494  -0.53
H -5.9309 6.0539 -2.5264  0.34
H -6.6613 5.1864 -3.8969  0.10
H -7.5016 5.2871 -2.3334  0.38
H -4.8571 3.8116 -2.8260  0.23
H -6.4353 3.0262 -2.6336  0.27
H -6.5427 3.9884 -0.5463  0.28
C 2.8794 -4.3575 2.2952  -0.97
C 3.3635 -3.9537 3.6732  -0.25
O 3.5521 -5.1071 4.4828  -0.50
H 1.9391 -4.9117 2.3656  0.20
H 2.7252 -3.4791 1.6630  0.29
H 3.6032 -5.0186 1.8090  0.42
H 2.6280 -3.3115 4.1639  0.27
H 4.3110 -3.4090 3.6112  0.27
H 4.2118 -5.6670 4.0455  0.32
C 4.0449 -0.4494 -2.2711  -1.05
C 3.6547 0.7828 -3.0621  -0.01
O 2.2393 0.8785 -3.1500  -0.55
H 3.6466 -1.3514 -2.7445  0.27
H 5.1319 -0.5390 -2.1990  0.37
H 3.6271 -0.4087 -1.2606  0.28
H 4.0555 0.7280 -4.0772  0.28
H 4.0396 1.6910 -2.5875  0.11
H 1.8939 0.9352 -2.2454  0.23
C 4.6629 -8.6073 6.6405  -0.99
C 5.9025 -8.2660 5.8383  -0.28
O 5.6847 -7.0821 5.0815  -0.51
H 3.8044 -8.7501 5.9783  0.26
H 4.8144 -9.5192 7.2239  0.35
H 4.4067 -7.7914 7.3230  0.32
H 6.1422 -9.0737 5.1428  0.27
H 6.7635 -8.1096 6.4957  0.27
H 5.4815 -6.3695 5.7058  0.28
C 7.9454 3.3355 -4.3760  -1.05
C 6.9784 2.4507 -3.6153  -0.04
O 7.3093 2.4417 -2.2322  -0.52
H 8.9721 2.9807 -4.2486  0.28
H 7.7061 3.3484 -5.4424  0.33
H 7.9134 4.3607 -3.9959  0.24
H 7.0293 1.4231 -3.9835  0.29
H 5.9496 2.8071 -3.7280  0.17
H 7.2530 3.3538 -1.9129  0.30
C 11.3009 6.8199 -3.5317  -1.00
C 10.4991 6.7865 -4.8173  -0.23
O 9.1203 6.5916 -4.5293  -0.49
H 11.1726 5.8874 -2.9750  0.26
H 12.3644 6.9641 -3.7386  0.32
H 10.9559 7.6295 -2.8813  0.32
H 10.8319 5.9635 -5.4542  0.28
H 10.6131 7.7219 -5.3742  0.27
H 8.8313 7.3290 -3.9725  0.27
C -8.6166 5.7914 -7.7737  -1.07
C -8.1233 6.1821 -6.3950  -0.23
O -7.9355 5.0215 -5.5952  -0.51
H -9.5588 5.2409 -7.7024  0.27
H -8.7703 6.6751 -8.3983  0.34
H -7.8983 5.1310 -8.2690  0.33
H -8.8531 6.8236 -5.8955  0.29
H -7.1737 6.7232 -6.4580  0.27
H -7.2814 4.4629 -6.0403  0.28
C 1.7663 5.9343 3.4045  -1.10
C 1.2602 4.5086 3.3160  -0.24
O 1.4330 4.0088 1.9954  -0.41
H 1.2316 6.5759 2.6985  0.29
H 1.6348 6.3332 4.4134  0.34
H 2.8272 5.9855 3.1412  0.33
H 0.1957 4.4651 3.5583  0.29
H 1.7995 3.8580 4.0114  0.27
H 2.3794 4.0424 1.7918  0.23



Maximum force (eV Å⁻¹)
3.54; 8.13
Gap between HOMO and LUMO (Ha)
0.314; 0.370
DFT total energy (eV)
-70768.253; -60883.645